(1)
Entry from the Open Molecules 2025 dataset: a cluster of 2 separate species, C3H11N2O in total (wB97M-V/def2-TZVPD).

Summary:
Orbital gap in eV: 11.91
DFT total energy in eV: -8311.28999
Energy above the lowest of the compared OMol25 structures with the same formula, charge and spin in kcal per mole: 11.6
Charge: +1
Max |F| in eV/Å: 0.95

Structure (XYZ):
```
17
Properties=species:S:1:pos:R:3:forces:R:3
C 2.062863 -0.883968 0.724317 -0.46 -0.58 0.60
C 0.606093 -1.197592 0.410231 0.26 0.82 -0.19
N 0.136964 -0.253589 -0.636330 0.37 -0.08 -0.61
C -1.095331 -0.037225 -0.962653 -0.01 -0.21 0.67
N -1.490002 0.706247 -1.968440 -0.39 -0.08 -0.19
H 2.710198 -1.127616 -0.104450 0.21 0.24 -0.35
H 2.394853 -1.512561 1.551586 -0.10 -0.04 -0.02
H 2.159858 0.137609 1.068222 0.18 0.29 -0.19
H -0.018886 -1.014077 1.276135 -0.14 -0.19 0.16
H 0.485972 -2.198403 0.023875 -0.08 -0.33 0.08
H 0.840143 0.201593 -1.209988 0.13 -0.15 0.19
H -1.861602 -0.486033 -0.338018 0.03 0.06 -0.03
H -0.869919 1.020302 -2.698165 0.03 0.16 0.06
H -2.481552 0.801693 -2.113730 0.04 0.11 -0.18
H -1.923471 2.085886 1.400222 0.00 0.08 0.11
H -0.588497 2.110670 2.136391 -0.02 -0.02 0.00
O -1.067683 1.647063 1.440795 -0.04 -0.06 -0.11
```
Positions in Å, forces in eV/Å.

(2)
Entry from the Open Molecules 2025 dataset: a cluster of 2 separate species, C3H11N2O in total (wB97M-V/def2-TZVPD).

Summary:
⟨S²⟩: 0.78
Orbital gap (alpha / beta) in eV: 9.79 / 5.13
DFT total energy in eV: -8295.91444
Energy above the lowest of the compared OMol25 structures with the same formula, charge and spin in kcal per mole: 52.9
Charge: +2
Max |F| in eV/Å: 2.05
Multiplicity: 2

Structure (XYZ):
```
17
Properties=species:S:1:pos:R:3:forces:R:3
C -2.025602 -0.967844 0.460286 0.17 0.56 -0.19
C -0.846075 0.063794 0.433846 0.56 -1.87 -0.32
N 2.090962 0.097714 -0.033073 -1.24 1.60 -0.33
C 1.527724 -0.161128 1.106256 0.81 -1.37 -0.13
N 0.194667 -0.377953 1.302136 -0.14 1.38 0.39
H -1.604467 -1.942547 0.237885 -0.12 -0.25 0.40
H -2.583211 -0.667236 -0.411800 -0.49 0.18 -0.35
H -2.685155 -0.901047 1.318560 0.17 -0.21 0.20
H -1.159841 1.085490 0.713576 -0.17 0.07 0.03
H -0.390058 0.003073 -0.546107 -0.26 0.83 -0.29
H 2.932929 0.687016 -0.026088 0.62 -0.85 0.06
H 1.566107 0.221669 -0.928660 0.08 0.12 0.18
H 2.175686 -0.384104 1.951820 -0.01 0.56 0.23
H -0.053767 -0.547099 2.281355 -0.08 -0.38 0.07
H 0.477812 1.852645 -3.106237 0.18 0.13 0.09
H -0.044532 0.561114 -2.489370 -0.10 0.34 -0.50
O 0.426826 1.376436 -2.264386 0.01 -0.87 0.45
```
Positions in Å, forces in eV/Å.

(3)
Entry from the Open Molecules 2025 dataset: a cluster of 2 separate species, C3H11N2O2 in total (wB97M-V/def2-TZVPD).

Summary:
Orbital gap in eV: 6.11
DFT total energy in eV: -10364.04615
Energy above the lowest of the compared OMol25 structures with the same formula, charge and spin in kcal per mole: 17.7
Charge: -1
Max |F| in eV/Å: 0.94

Structure (XYZ):
```
18
Properties=species:S:1:pos:R:3:forces:R:3
C 2.308130 -1.223723 0.334748 -0.11 0.08 -0.26
N 1.052347 -0.605721 -0.083345 -0.11 0.20 0.20
C 1.336917 0.631545 -0.927589 0.33 0.01 0.03
O 2.065252 0.406764 -2.007945 -0.11 0.07 0.08
H 3.027774 -1.179996 -0.492245 0.09 -0.12 0.10
H 2.129147 -2.260693 0.629391 0.09 -0.03 0.04
H 2.723496 -0.691652 1.195288 -0.03 0.04 0.01
H 0.632912 -1.232657 -0.758472 -0.07 -0.19 -0.13
H 1.787966 1.340958 -0.178330 0.04 -0.05 -0.02
H 0.314381 1.043928 -1.113854 -0.15 -0.02 -0.08
N -1.230885 0.539601 1.571171 -0.17 -0.45 0.08
C -2.294872 0.795192 0.663911 0.27 0.07 0.04
O -2.927741 -0.425071 0.220653 0.39 -0.19 0.74
H -1.584959 -0.069226 2.306525 0.13 0.15 0.00
H -0.456150 0.038033 1.098349 -0.05 0.23 0.02
H -3.051516 1.418443 1.152815 -0.06 0.02 -0.01
H -1.888010 1.324157 -0.199769 -0.01 0.03 -0.03
H -3.431238 -0.222548 -0.552999 -0.48 0.14 -0.80
```
Positions in Å, forces in eV/Å.

(4)
Entry from the Open Molecules 2025 dataset: a cluster of 2 separate species, C3H11N2O2S in total (wB97M-V/def2-TZVPD).

Summary:
Orbital gap in eV: 9.96
DFT total energy in eV: -21193.82473
Energy above the lowest of the compared OMol25 structures with the same formula, charge and spin in kcal per mole: 20.5
Charge: +1
Max |F| in eV/Å: 3.18

Structure (XYZ):
```
19
Properties=species:S:1:pos:R:3:forces:R:3
N 0.708915 0.576018 -0.859120 -0.55 1.00 -0.40
C -0.476061 0.060707 -0.151065 -1.60 -1.43 -0.44
C -0.085288 -0.955402 0.878337 0.33 -0.74 3.07
S 0.443080 -0.141295 2.498881 0.37 0.93 -0.79
C -1.269736 -0.769473 -1.235992 2.31 0.60 -1.07
N -2.536131 -1.048560 -1.054904 -1.68 -0.06 0.91
O -0.579370 -1.097205 -2.195511 -0.67 -0.11 -0.01
H 0.637871 0.276059 -1.854984 -0.03 -0.39 0.26
H 0.696625 1.590287 -0.801986 0.41 0.15 -0.14
H 1.602905 0.301767 -0.465139 0.07 -0.09 0.16
H -1.138119 0.855622 0.226878 0.69 -0.09 0.09
H -0.914137 -1.587172 1.224348 0.04 0.21 -0.68
H 0.749424 -1.627441 0.629839 -0.44 0.35 -0.60
H 0.052122 -0.976586 3.459312 -0.29 -0.53 -0.29
H -3.106381 -1.602853 -1.677306 0.57 -0.07 -0.37
H -3.060804 -0.704466 -0.265197 0.28 0.11 0.10
H 3.358458 1.782795 0.664214 -0.05 0.17 -0.08
H 2.338955 2.919098 0.754141 0.12 0.01 0.00
O 2.577664 2.148091 0.225262 0.14 -0.02 0.27
```
Positions in Å, forces in eV/Å.

Look up the max |F| of the third one. 0.94 eV/Å

Repeat the third record exactly.
Entry from the Open Molecules 2025 dataset: a cluster of 2 separate species, C3H11N2O2 in total (wB97M-V/def2-TZVPD).

Summary:
Orbital gap in eV: 6.11
DFT total energy in eV: -10364.04615
Energy above the lowest of the compared OMol25 structures with the same formula, charge and spin in kcal per mole: 17.7
Charge: -1
Max |F| in eV/Å: 0.94

Structure (XYZ):
```
18
Properties=species:S:1:pos:R:3:forces:R:3
C 2.308130 -1.223723 0.334748 -0.11 0.08 -0.26
N 1.052347 -0.605721 -0.083345 -0.11 0.20 0.20
C 1.336917 0.631545 -0.927589 0.33 0.01 0.03
O 2.065252 0.406764 -2.007945 -0.11 0.07 0.08
H 3.027774 -1.179996 -0.492245 0.09 -0.12 0.10
H 2.129147 -2.260693 0.629391 0.09 -0.03 0.04
H 2.723496 -0.691652 1.195288 -0.03 0.04 0.01
H 0.632912 -1.232657 -0.758472 -0.07 -0.19 -0.13
H 1.787966 1.340958 -0.178330 0.04 -0.05 -0.02
H 0.314381 1.043928 -1.113854 -0.15 -0.02 -0.08
N -1.230885 0.539601 1.571171 -0.17 -0.45 0.08
C -2.294872 0.795192 0.663911 0.27 0.07 0.04
O -2.927741 -0.425071 0.220653 0.39 -0.19 0.74
H -1.584959 -0.069226 2.306525 0.13 0.15 0.00
H -0.456150 0.038033 1.098349 -0.05 0.23 0.02
H -3.051516 1.418443 1.152815 -0.06 0.02 -0.01
H -1.888010 1.324157 -0.199769 -0.01 0.03 -0.03
H -3.431238 -0.222548 -0.552999 -0.48 0.14 -0.80
```
Positions in Å, forces in eV/Å.

Number 4 is which compound? C3H11N2O2S